[1]
Below is 2 unconnected molecules or ions with the total composition C6H17ClNPSi in a non-equilibrium geometry, with properties calculated with ωB97M-V/def2-TZVPD.

Each atom is followed by the atoms it is bonded to, with distances in Å.
Geometry (Å):
1 C 1.47053 -1.26724 -1.56700  P2 1.863, H9 1.089, H10 1.093, H11 1.088
2 P 1.29613 0.53203 -1.11537  C1 1.863, Cl3 2.026, N4 1.689
3 Cl 2.03596 1.30307 -2.83635  P2 2.026
4 N -0.35835 0.70353 -1.40672  P2 1.689, Si5 1.750, H12 1.010
5 Si -1.53450 1.27742 -0.24541  N4 1.750, C6 1.908, C7 1.902, C8 1.897
6 C -1.97392 -0.14733 0.94593  Si5 1.908, H13 1.086, H14 1.086, H15 1.087
7 C -3.06382 1.82101 -1.23699  Si5 1.902, H16 1.086, H17 1.085, H18 1.085
8 C -0.69858 2.70814 0.67735  Si5 1.897, H19 1.086, H20 1.086, H21 1.084
9 H 0.98871 -1.84978 -0.78321  C1 1.089
10 H 0.98810 -1.47939 -2.52465  C1 1.093
11 H 2.52191 -1.54208 -1.61973  C1 1.088
12 H -0.67926 0.31589 -2.28226  N4 1.010
13 H -1.11860 -0.42412 1.55606  C6 1.086
14 H -2.78207 0.12825 1.61708  C6 1.086
15 H -2.29138 -1.03518 0.40515  C6 1.087
16 H -3.48489 0.99990 -1.80999  C7 1.086
17 H -3.83777 2.18162 -0.56723  C7 1.085
18 H -2.82830 2.62284 -1.92933  C7 1.085
19 H 0.23043 2.37068 1.12664  C8 1.086
20 H -0.45599 3.51777 -0.00391  C8 1.086
21 H -1.32813 3.10916 1.46327  C8 1.084
22 C 3.40696 -2.36819 1.92095  C23 1.317, H24 1.078, H25 1.078
23 C 2.22445 -2.91034 2.12597  C22 1.317, H26 1.077, H27 1.077
24 H 3.83895 -2.29694 0.93620  C22 1.078
25 H 4.00010 -1.96665 2.72661  C22 1.078
26 H 1.64214 -3.31922 1.31798  C23 1.077
27 H 1.79120 -2.98484 3.10898  C23 1.077

Values from the calculation:
- E_HOMO (eV) = -9.0654
- maximum force (eV Å⁻¹) = 1.4
- SMILES = CP(Cl)N[Si](C)(C)C.C=C
- calculated total energy (eV) = -37678.8314

Löwdin population analysis, charges in e, atoms 1 to 4: number 1, C, carries -0.35; number 2, P, carries 0.42; number 3, Cl, carries 0.19; number 4, N, carries -0.39

---

[2]
Below is 2 unconnected molecules or ions with the total composition C6H17N2, with properties calculated with ωB97M-V/def2-TZVPD.

Each atom is followed by the atoms it is bonded to, with distances in Å.
Geometry (Å):
1 C -0.00971 -0.72028 -1.40681  C2 1.513, N4 1.508, H5 1.089, H6 1.088
2 C 0.98974 -0.99018 -2.51084  C1 1.513, C3 1.524, H7 1.100, H8 1.093
3 C 2.25924 -1.63716 -1.96901  C2 1.524, H9 1.088, H10 1.091, H11 1.088
4 N -1.17271 0.14348 -1.82656  C1 1.508, H12 1.027, H13 1.023, H14 1.023
5 H -0.48865 -1.62485 -1.03381  C1 1.089
6 H 0.43849 -0.15874 -0.58979  C1 1.088
7 H 1.23090 -0.01061 -2.95027  C2 1.100
8 H 0.51689 -1.56987 -3.30713  C2 1.093
9 H 2.81262 -0.93612 -1.34755  C3 1.088
10 H 2.00372 -2.54719 -1.42407  C3 1.091
11 H 2.91586 -1.95312 -2.77733  C3 1.088
12 H -0.82944 1.06023 -2.13574  N4 1.027
13 H -1.70374 -0.21901 -2.62239  N4 1.023
14 H -1.78731 0.31501 -1.02697  N4 1.023
15 C -0.02990 2.71227 3.22213  C16 1.334, H19 1.083, H20 1.078
16 C -0.57650 1.50412 3.07784  C15 1.334, N17 1.388, H21 1.083
17 N -0.23863 0.56333 2.11534  C16 1.388, C18 1.443, H22 1.003
18 C -1.23816 -0.40644 1.73575  N17 1.443, H23 1.086, H24 1.088, H25 1.111
19 H 0.70500 3.10780 2.53155  C15 1.083
20 H -0.29945 3.31198 4.07664  C15 1.078
21 H -1.33903 1.20566 3.78675  C16 1.083
22 H 0.40953 0.86536 1.41134  N17 1.003
23 H -0.82337 -1.24662 1.18645  C18 1.086
24 H -1.69004 -0.85281 2.61899  C18 1.088
25 H -2.05535 0.08376 1.16548  C18 1.111

Values from the calculation:
- E_HOMO (eV) = -10.9186
- total charge = +1
- maximum force (eV Å⁻¹) = 1.0
- energy above the lowest of the compared OMol25 structures with the same formula, charge and spin (eV) = 1.6581
- calculated total energy (eV) = -9470.3763

Löwdin population analysis, charges in e, atoms 1 to 4: number 1, C, carries -0.18; number 2, C, carries -0.24; number 3, C, carries -0.08; number 4, N, carries 0.20

---

[3]
Below is 2 unconnected molecules or ions with the total composition C6H17N2, with properties calculated with ωB97M-V/def2-TZVPD.

Each atom is followed by the atoms it is bonded to, with distances in Å.
Geometry (Å):
1 C 0.36625 2.39916 0.52213  N2 1.460, C3 1.523, H5 1.099, H6 1.093
2 N 0.35092 3.85126 0.37293  C1 1.460, H7 1.016, H8 1.015
3 C 0.99536 1.80731 -0.73265  C1 1.523, N4 1.508, H9 1.086, H10 1.087
4 N 0.99274 0.30224 -0.64372  C3 1.508, H11 1.020, H12 1.023, H13 1.038
5 H -0.61480 1.93738 0.69875  C1 1.099
6 H 0.99609 2.14310 1.37850  C1 1.093
7 H -0.49365 4.13342 -0.11699  N2 1.016
8 H 0.25561 4.27131 1.29219  N2 1.015
9 H 2.03038 2.12522 -0.82147  C3 1.086
10 H 0.42955 2.06523 -1.62474  C3 1.087
11 H 1.49384 -0.10468 -1.43410  N4 1.020
12 H 1.44070 -0.04170 0.20883  N4 1.023
13 H 0.03811 -0.10605 -0.64857  N4 1.038
14 C 0.71592 -2.79263 0.97251  C15 1.531, H18 1.089, H19 1.089, H20 1.098
15 C -0.68959 -2.98422 0.39571  C14 1.531, C16 1.498, H21 1.092, H22 1.092
16 C -1.42927 -1.70632 0.14474  C15 1.498, C17 1.334, H23 1.089
17 C -1.80324 -1.27176 -1.06026  C16 1.334, H24 1.085, H25 1.085
18 H 0.73866 -2.29320 1.93978  C14 1.089
19 H 1.21701 -3.75631 1.05329  C14 1.089
20 H 1.32679 -2.22151 0.26138  C14 1.098
21 H -1.28362 -3.59895 1.07573  C15 1.092
22 H -0.61663 -3.54670 -0.53695  C15 1.092
23 H -1.75853 -1.11999 1.00070  C16 1.089
24 H -2.41604 -0.38080 -1.15058  C17 1.085
25 H -1.57779 -1.80165 -1.97939  C17 1.085

Values from the calculation:
- E_HOMO (eV) = -13.5755
- total charge = +1
- maximum force (eV Å⁻¹) = 0.6
- energy above the lowest of the compared OMol25 structures with the same formula, charge and spin (eV) = 1.0642
- calculated total energy (eV) = -9470.9702

Löwdin population analysis, charges in e, atoms 1 to 4: number 1, C, carries -0.28; number 2, N, carries 0.01; number 3, C, carries -0.14; number 4, N, carries 0.17

---

[4]
Below is 2 unconnected molecules or ions with the total composition C6H17N2 in a non-equilibrium geometry, with properties calculated with ωB97M-V/def2-TZVPD.

Each atom is followed by the atoms it is bonded to, with distances in Å.
Geometry (Å):
1 C -0.73301 -0.08907 -1.84502  N2 1.428, C7 1.556, H9 1.095, H10 1.089
2 N -0.31810 -0.49144 -0.53924  C1 1.428, C3 1.350
3 C 0.99397 -0.46710 -0.22089  N2 1.350, C4 1.517, H12 1.122, H13 1.132
4 C 1.38579 -0.97593 1.15340  C3 1.517, C5 1.556, C6 1.508, H14 1.091
5 C 0.49056 -0.33844 2.25446  C4 1.556, H15 1.089, H16 1.081, H17 1.082
6 C 2.86384 -0.81597 1.40762  C4 1.508, H18 1.100, H19 1.092, H20 1.087
7 C -1.16357 1.40564 -1.89383  C1 1.556, N8 1.454, H21 1.082, H22 1.096
8 N -2.48546 1.55830 -1.30748  C7 1.454, H11 1.026, H24 1.024
9 H 0.02257 -0.22833 -2.62541  C1 1.095
10 H -1.56060 -0.71223 -2.17990  C1 1.089
11 H -2.75819 1.02997 -0.47183  N8 1.026
12 H 1.39197 0.54821 -0.48497  C3 1.122
13 H 1.54946 -1.04463 -1.02110  C3 1.132
14 H 1.15151 -2.04012 1.09242  C4 1.091
15 H 0.03255 0.58121 1.89398  C5 1.089
16 H -0.26944 -1.03914 2.57113  C5 1.081
17 H 1.10325 -0.08040 3.10809  C5 1.082
18 H 3.21278 0.22427 1.33309  C6 1.100
19 H 3.54100 -1.36411 0.74933  C6 1.092
20 H 3.10881 -1.11054 2.42488  C6 1.087
21 H -1.24205 1.76200 -2.91192  C7 1.082
22 H -0.46461 1.99912 -1.29330  C7 1.096
23 H -4.18549 -1.10408 3.31396  H25 0.748
24 H -3.26748 1.89878 -1.87469  N8 1.024
25 H -3.72958 -0.71611 3.76210  H23 0.748

Values from the calculation:
- E_HOMO (alpha / beta) (eV) = -18.7788 / -18.7741
- total charge = +2
- maximum force (eV Å⁻¹) = 1.6
- expectation value of S² = 0.765
- multiplicity = 2
- energy above the lowest of the compared OMol25 structures with the same formula, charge and spin (eV) = 6.0889
- calculated total energy (eV) = -9453.3324

Löwdin population analysis, charges in e, atoms 1 to 4: number 1, C, carries -0.13; number 2, N, carries 0.26; number 3, C, carries -0.16; number 4, C, carries -0.38